1.
The following is a quantum chemistry calculation of C48H36Cl8FeN6OPS3 as an isolated structure, from the Open Molecules 2025 dataset.

Structure (XYZ):
```
104
Properties=species:S:1:pos:R:3:forces:R:3:mulliken_charge:R:1
Fe 0.013765 0.174482 -0.257392 -0.116 -0.701 -0.468 -0.0841
C -3.767458 0.881726 3.987925 0.051 -0.110 -0.060 -0.7086
S -3.329351 -0.710697 3.252487 -0.042 0.010 0.013 -0.0533
C -2.010179 -0.293076 2.151640 0.148 0.037 -0.046 0.5452
S -1.510727 -1.555222 1.145435 -0.084 0.116 0.062 -0.4980
N -1.586468 0.954987 2.277906 -0.069 0.020 0.131 -1.4213
N -0.634116 1.330994 1.387200 -0.027 0.228 0.550 1.3913
C -0.196616 2.528513 1.512414 -0.146 -0.173 -0.004 -1.3241
C 0.718091 3.073448 0.511102 0.121 0.057 -0.132 1.0586
C 1.209308 4.371296 0.642709 -0.044 -0.003 0.083 -0.9543
C 2.046915 4.880353 -0.330295 0.064 -0.004 -0.073 -0.5694
C 2.356807 4.090162 -1.427878 -0.057 0.067 0.067 -1.2134
C 1.817912 2.814049 -1.484675 -0.061 -0.068 -0.151 -0.4713
N 1.032722 2.307311 -0.544553 0.061 -0.060 0.387 0.8318
H -4.642754 0.695287 4.610287 0.002 0.002 0.015 0.3322
H -4.011840 1.594165 3.204065 -0.006 0.034 0.032 0.1653
H -2.950591 1.270711 4.589647 -0.019 0.036 0.013 0.2273
H -0.563457 3.157302 2.322828 0.009 0.088 -0.062 0.2814
H 0.920300 4.958858 1.502369 0.027 0.062 0.069 0.5780
H 2.452205 5.880691 -0.239763 -0.027 0.007 0.009 0.4215
H 2.997512 4.448845 -2.221389 -0.004 -0.017 -0.013 0.5081
H 2.017201 2.165797 -2.331181 0.029 -0.020 0.031 0.5628
Cl 3.408185 0.108483 -0.973085 0.050 -0.028 0.093 -0.0116
C 2.369482 -0.637465 -2.186123 -0.142 -0.095 -0.172 1.0353
C 1.025857 -0.883231 -1.886500 0.826 -0.062 -0.051 -0.9657
C 0.369858 -1.589013 -2.896938 -0.241 0.077 0.070 0.7699
Cl -1.267564 -2.124831 -2.609138 0.016 -0.102 0.003 -0.1006
C 0.926411 -1.908333 -4.134510 -0.057 0.010 -0.045 -0.2627
Cl 0.014905 -2.728200 -5.358614 0.008 -0.040 0.052 -0.1705
C 2.248217 -1.565677 -4.399732 0.010 0.052 0.095 0.4001
Cl 2.958192 -1.903914 -5.938875 -0.003 -0.018 0.002 -0.2372
C 2.989138 -0.949561 -3.398284 0.024 0.048 -0.048 -0.4040
Cl 4.658687 -0.576362 -3.698955 -0.015 0.013 0.010 -0.2424
Cl 3.503051 5.381651 4.004725 -0.036 0.009 -0.096 -0.2444
C 3.533389 3.673431 4.315835 0.025 -0.032 -0.054 0.1756
C 3.891309 2.785221 3.313563 0.018 0.004 0.002 -1.3743
C 3.961285 1.434548 3.612498 0.013 0.027 0.009 0.5500
C 3.676596 0.951265 4.886701 0.190 -0.152 0.029 0.0474
C 3.774888 -0.526258 5.209816 0.382 -0.213 -0.107 -0.7380
C 2.477678 -1.277531 4.883000 0.038 0.013 0.048 -1.4839
N 2.170903 -1.311498 3.473185 -0.121 -0.060 0.024 0.2971
C 2.533006 -2.322752 2.610691 0.151 0.029 -0.006 -0.9084
C 2.104574 -1.939779 1.381793 0.000 -0.018 -0.155 -1.0434
N 1.477216 -0.725269 1.466720 -0.016 0.338 0.045 1.1093
C 1.520660 -0.378072 2.727940 0.145 -0.127 -0.054 -1.2047
O 4.786274 -1.235550 4.494685 0.300 0.415 -0.271 -0.2486
C 6.177710 -1.031321 4.810037 -0.421 -0.096 0.294 -1.2573
C 6.879986 0.065144 4.058764 -0.550 0.022 -0.095 0.3207
C 7.286587 1.257007 4.574667 0.031 -0.024 -0.044 0.6388
Cl 7.150134 1.777044 6.205039 -0.049 0.007 0.051 -0.2022
S 7.954762 2.307352 3.394001 -0.036 -0.037 0.017 -0.2013
C 7.684598 1.143955 2.161499 0.011 0.051 0.027 -0.3535
C 7.119283 0.013007 2.651476 -0.022 0.016 -0.032 -0.7659
C 3.284221 1.874340 5.847909 0.032 -0.016 0.022 0.7057
Cl 2.876094 1.357710 7.462813 -0.031 0.004 0.037 -0.2539
C 3.210965 3.230372 5.582999 -0.003 0.040 0.050 -0.8062
H 4.118082 3.142168 2.318637 -0.010 0.013 -0.013 0.5434
H 4.252392 0.734499 2.842725 0.021 -0.073 -0.055 0.7399
H 3.948835 -0.643643 6.286046 0.034 0.043 -0.062 0.9536
H 1.642496 -0.843802 5.434559 0.027 0.038 -0.002 0.4366
H 2.618376 -2.307229 5.209893 -0.117 -0.003 0.049 0.4839
H 3.060820 -3.194739 2.953720 0.013 0.012 0.014 0.4636
H 2.191061 -2.455416 0.440080 -0.032 0.002 -0.011 0.5366
H 1.088010 0.514026 3.151574 -0.027 -0.008 0.027 0.6149
H 6.638044 -1.982448 4.538850 0.020 0.006 0.087 0.4096
H 6.297781 -0.878448 5.887290 -0.024 -0.027 -0.005 0.4418
H 7.954872 1.370703 1.143220 0.001 -0.034 -0.010 0.4676
H 6.847160 -0.834959 2.038263 -0.004 -0.001 -0.002 0.4598
H 2.922751 3.925929 6.357393 -0.004 -0.001 0.000 0.4676
N -1.542829 0.773027 -1.202664 -0.455 0.293 -0.223 1.0908
P -2.472744 1.216349 -2.310229 0.174 0.066 0.094 -0.7545
C -4.048731 0.303376 -2.459208 0.015 0.068 -0.114 0.3955
C -5.007130 0.588498 -3.429559 -0.057 -0.037 0.078 -0.2121
C -6.212838 -0.096984 -3.440308 0.003 0.010 -0.024 -0.7786
C -6.468760 -1.063339 -2.474119 0.006 0.005 0.002 -0.4402
C -5.518903 -1.342966 -1.501881 -0.014 -0.019 -0.027 -0.7660
C -4.307958 -0.662245 -1.494356 0.037 -0.065 0.009 -0.0419
C -3.097084 2.938517 -2.099981 -0.022 -0.055 0.006 0.6050
C -3.369766 3.837501 -3.124652 -0.028 -0.027 0.008 -0.2112
C -3.861010 5.105822 -2.835725 0.004 0.003 -0.031 -0.6605
C -4.085648 5.481312 -1.519895 0.005 0.001 0.019 -0.4610
C -3.806601 4.590813 -0.488936 0.003 0.013 -0.008 -0.7391
C -3.310346 3.329332 -0.777749 0.076 0.035 -0.022 -0.4781
C -1.747188 1.243867 -3.991850 0.036 0.113 0.062 0.5434
C -0.635961 2.079978 -4.129528 -0.031 -0.063 -0.059 -0.4732
C 0.100196 2.091253 -5.301517 0.026 0.013 0.032 -0.7478
C -0.259237 1.253299 -6.351546 -0.001 -0.005 -0.025 -0.5011
C -1.350418 0.410641 -6.218004 -0.018 0.007 -0.012 -0.6099
C -2.093510 0.404959 -5.042361 0.020 -0.024 0.036 -0.6161
H -4.814691 1.354684 -4.172687 -0.004 0.001 -0.008 0.3743
H -6.955482 0.123628 -4.197855 -0.003 0.000 0.000 0.3850
H -7.412611 -1.595316 -2.481172 -0.002 -0.006 0.004 0.3680
H -5.716594 -2.094295 -0.747412 0.005 0.001 0.009 0.4519
H -3.547086 -0.871647 -0.747703 0.010 0.030 0.001 0.0151
H -3.186840 3.551920 -4.154702 -0.009 0.003 -0.003 0.3626
H -4.064348 5.802322 -3.640557 -0.001 0.001 0.000 0.3966
H -4.470155 6.469180 -1.296242 0.001 0.003 0.002 0.3712
H -3.971289 4.884996 0.540836 -0.001 -0.002 0.004 0.4190
H -3.053005 2.628998 0.011360 -0.023 -0.004 0.007 0.4567
H -0.347087 2.701446 -3.288882 0.016 0.037 -0.023 0.4804
H 0.964036 2.739068 -5.395069 0.000 0.002 0.000 0.3973
H 0.320635 1.247913 -7.266283 0.015 -0.009 0.007 0.3817
H -1.613619 -0.262262 -7.023811 -0.009 -0.018 -0.007 0.4267
H -2.922882 -0.282655 -4.932305 -0.009 0.003 -0.014 0.3762
```
Positions in Å, forces in eV/Å.

## Properties
multiplicity = 5
gap between HOMO and LUMO (alpha / beta) = 5.905 / 5.903 eV
charge = -1
M = 1179.50 g/mol
total energy = -237712.494 eV
E_HOMO (alpha / beta) = -4.190 / -4.188 eV
energy above the lowest of the compared OMol25 structures with the same formula, charge and spin = 0.00 kcal per mole

2.
The following is a quantum chemistry calculation of an isolated ion of composition C6H14NO and charge +1 in a non-equilibrium geometry, from the Open Molecules 2025 dataset.

Structure (XYZ):
```
22
Properties=species:S:1:pos:R:3:forces:R:3:mulliken_charge:R:1
C 0.550835 2.154840 0.732945 -0.346 -0.805 0.247 -0.6590
C 0.070947 1.720398 2.050905 1.068 -0.725 -0.857 -0.8935
C 0.467255 0.667097 1.053940 0.204 -0.221 -0.477 0.0849
C -1.263881 -1.589367 -1.562550 -0.238 -0.262 0.402 -0.8668
C 1.031936 -0.769126 -1.310264 0.122 1.476 3.070 -0.8576
C -0.576625 -0.304239 0.537054 1.225 1.907 -0.794 -0.5720
N -0.407863 -0.472017 -1.088279 0.429 -0.485 0.251 -0.1430
O -0.576082 -1.507196 1.167095 1.464 -0.280 -0.514 -0.5058
H -0.099221 2.706043 0.138274 -1.207 0.436 -1.344 0.3425
H 1.547980 2.501283 0.704856 0.845 0.441 -0.051 0.2793
H 0.762406 1.917752 2.771170 1.855 0.112 2.140 0.2851
H -0.872533 1.836656 2.461245 -2.075 0.084 -0.107 0.3114
H 1.478335 0.248695 1.130036 -0.476 -0.078 0.372 0.5014
H -0.896679 -2.521223 -1.119660 -0.435 0.367 0.288 0.3720
H -2.327520 -1.404010 -1.432497 0.088 0.038 0.773 0.3527
H -1.195049 -1.738527 -2.603306 0.629 0.212 -1.441 0.3967
H 1.305680 -1.455064 -0.440310 0.199 0.460 -1.949 0.3089
H 1.129770 -1.095338 -2.302732 0.727 -0.771 -1.057 0.4159
H 1.496987 0.246494 -1.104434 0.071 -1.548 -0.619 0.3610
H -1.488730 0.219217 0.543930 -1.670 -0.058 0.480 0.6310
H -0.521063 0.397426 -1.653208 -0.804 -0.571 1.066 0.3849
H 0.383114 -1.759796 1.325791 -1.677 0.273 0.119 0.4700
```
Positions in Å, forces in eV/Å.

## Properties
structure (SMILES) = C[NH+](C)[C@@H](O)C1CC1
gap between HOMO and LUMO = 12.002 eV
charge = +1
M = 116.18 g/mol
total energy = -9978.097 eV
E_HOMO = -14.955 eV
energy above the lowest of the compared OMol25 structures with the same formula, charge and spin = 49.53 kcal per mole